H14N3O16Zn as an isolated structure at a distorted geometry. Source: the OMol25 dataset; level of theory: ωB97M-V with the def2-TZVPD basis set.

- E (eV) = -85868.40514
- Kohn-Sham gap (hartree) = 0.26708
- LUMO energy (eV) = 1.2303
- net charge = -1
- energy relative to the best compared isomer or geometry (same formula, charge and spin) (kcal/mol) = 0.0

Cartesian coordinates (Å):
Zn  33.18  -0.76  1.28
N  31.55  2.09  1.13
O  31.94  3.20  0.74
O  30.38  1.88  1.43
O  32.39  1.14  1.23
N  33.09  -1.11  -1.94
O  32.34  -0.51  -2.71
O  33.23  -0.76  -0.76
O  33.75  -2.09  -2.40
N  30.80  -2.71  1.20
O  29.79  -3.08  0.60
O  31.51  -3.53  1.86
O  31.25  -1.55  1.08
O  31.91  -2.90  4.64
H  31.08  -2.97  5.13
H  31.73  -3.29  3.77
O  29.16  -5.49  2.38
H  29.83  -4.91  2.75
H  28.34  -5.25  2.83
O  34.18  -2.61  1.25
H  35.05  -2.62  1.66
H  34.06  -3.49  0.88
O  28.91  -0.02  3.26
H  29.03  0.15  4.20
H  29.69  0.39  2.84
O  28.81  -4.75  -1.32
H  29.14  -4.18  -0.60
H  28.57  -4.14  -2.02
O  27.90  -0.91  0.14
H  27.27  -1.33  0.73
H  28.74  -1.36  0.33
O  33.01  -0.98  3.33
H  32.74  -1.70  3.94
H  33.43  -0.32  3.89

---

Ca5O8P2 as an isolated structure at a distorted geometry. Source: the OMol25 dataset; level of theory: ωB97M-V with the def2-TZVPD basis set.

- E (eV) = -127099.05608
- Kohn-Sham gap (hartree) = 0.06572
- LUMO energy (eV) = -12.1175
- net charge = +4
- energy relative to the best compared isomer or geometry (same formula, charge and spin) (kcal/mol) = 401.5

Cartesian coordinates (Å):
Ca  -0.56  -3.88  -0.98
Ca  6.81  -1.09  -0.78
Ca  -2.97  1.95  -3.19
Ca  3.76  5.28  -1.68
Ca  1.37  1.00  3.60
P  2.07  0.66  -1.27
O  0.95  0.01  -2.21
O  2.58  -0.30  -0.24
O  1.49  1.85  -0.51
O  3.46  1.10  -1.80
P  -3.73  -1.33  1.88
O  -4.09  -2.74  1.31
O  -4.88  -0.71  2.80
O  -3.99  -0.29  0.83
O  -2.26  -1.51  2.24

---

A 3-piece molecular cluster, C34H61F7N5O14P2S overall at a distorted geometry. Source: the OMol25 dataset; level of theory: ωB97M-V with the def2-TZVPD basis set.

- E (eV) = -120772.53652
- Kohn-Sham gap (hartree) = 0.22276
- LUMO energy (eV) = -4.8514
- net charge = +1
- energy relative to the best compared isomer or geometry (same formula, charge and spin) (kcal/mol) = 0.0

Cartesian coordinates (Å):
C  -7.29  3.55  5.07
C  -7.05  2.86  3.97
C  -6.65  2.29  2.50
C  -5.22  2.91  2.06
C  -4.14  1.80  1.54
N  -2.97  1.63  2.50
C  -2.94  0.36  3.29
C  -1.79  -0.69  2.88
C  -1.20  -1.56  4.11
C  -2.18  -2.76  4.61
C  -2.67  -2.39  6.13
C  -4.19  -2.89  6.43
C  -5.27  -1.89  5.74
O  -6.54  -2.57  5.49
C  -6.44  -3.14  4.13
C  -2.08  2.63  2.51
N  -2.19  3.82  1.65
C  -1.03  4.67  1.96
S  -0.65  6.33  1.21
O  0.70  6.20  0.49
O  -1.64  6.79  0.18
C  -0.37  7.51  2.63
F  1.05  7.75  2.83
F  -0.80  6.81  3.84
C  -1.22  8.88  2.56
F  -2.61  8.69  2.22
F  -1.24  9.40  3.93
C  -0.57  10.05  1.66
F  -1.65  10.72  0.97
F  -0.01  11.05  2.55
F  0.42  9.61  0.72
N  -0.27  3.90  2.97
N  0.93  4.41  3.44
N  -0.88  2.71  3.33
C  -0.25  1.86  4.36
C  1.02  0.99  3.79
O  1.40  1.24  2.61
O  1.65  0.03  4.66
C  1.95  0.62  5.97
C  0.90  0.59  7.22
O  3.12  1.14  6.09
H  -7.28  4.32  5.94
H  -6.70  1.14  2.51
H  -7.46  2.65  1.74
H  -5.41  3.60  1.13
H  -4.78  3.47  2.96
H  -3.70  2.07  0.49
H  -4.73  0.82  1.38
H  -3.96  -0.19  3.13
H  -2.94  0.65  4.42
H  -2.29  -1.46  2.15
H  -0.94  -0.19  2.28
H  -0.22  -2.06  3.72
H  -0.91  -0.95  5.04
H  -3.05  -2.94  3.88
H  -1.52  -3.72  4.73
H  -2.66  -1.24  6.31
H  -2.01  -2.86  6.94
H  -4.33  -3.96  6.02
H  -4.43  -2.87  7.57
H  -5.44  -0.95  6.38
H  -4.85  -1.61  4.70
H  -5.52  -3.82  4.00
H  -6.44  -2.27  3.38
H  -7.41  -3.74  3.97
H  1.65  3.65  3.52
H  1.35  5.08  2.77
H  -0.96  1.18  4.96
H  0.23  2.59  5.14
H  0.21  -0.33  7.14
H  0.22  1.53  7.07
H  1.41  0.72  8.24
O  3.05  -1.88  -0.88
P  3.55  -1.00  -2.04
O  5.08  -1.62  -2.08
C  5.26  -2.85  -2.77
C  5.05  -2.70  -4.26
O  3.83  0.29  -1.02
C  3.17  0.40  0.24
C  4.02  -0.21  1.35
O  4.02  -0.01  -3.36
C  3.96  1.41  -3.29
C  5.23  2.02  -2.70
H  4.59  -3.60  -2.35
H  6.29  -3.18  -2.58
H  4.01  -2.44  -4.49
H  5.29  -3.63  -4.79
H  5.67  -1.90  -4.67
H  2.17  -0.05  0.21
H  3.02  1.46  0.45
H  4.39  -1.20  1.09
H  3.45  -0.28  2.28
H  4.90  0.41  1.52
H  3.06  1.73  -2.76
H  3.86  1.78  -4.32
H  5.56  1.54  -1.78
H  5.07  3.08  -2.49
H  6.06  1.93  -3.40
O  3.70  -4.15  -7.22
P  3.02  -4.85  -8.41
O  2.34  -3.49  -9.06
C  3.18  -2.67  -9.86
C  3.58  -3.35  -11.15
O  1.74  -5.34  -7.47
C  1.85  -5.44  -6.05
C  1.39  -4.15  -5.39
O  2.33  -5.70  -9.73
C  1.42  -6.78  -9.54
C  -0.02  -6.30  -9.41
H  4.07  -2.38  -9.28
H  2.63  -1.75  -10.08
H  4.21  -4.22  -10.96
H  4.14  -2.66  -11.79
H  2.70  -3.69  -11.70
H  2.86  -5.72  -5.75
H  1.20  -6.26  -5.72
H  1.84  -3.27  -5.83
H  1.63  -4.16  -4.32
H  0.31  -4.04  -5.50
H  1.73  -7.39  -8.69
H  1.49  -7.42  -10.43
H  -0.15  -5.47  -8.72
H  -0.66  -7.12  -9.08
H  -0.39  -5.94  -10.38

---

An isolated molecule of C5H5NO at a distorted geometry. Source: the OMol25 dataset; level of theory: ωB97M-V with the def2-TZVPD basis set.

- E (eV) = -8797.65488
- Kohn-Sham gap (spin up / spin down) (hartree) = 0.30764 / 0.30766
- LUMO energy (spin up / spin down) (eV) = -0.1953 / -0.1948
- energy relative to the best compared isomer or geometry (same formula, charge and spin) (kcal/mol) = 132.9

Cartesian coordinates (Å):
O  -2.02  0.02  -0.25
C  -1.07  -0.84  0.33
C  0.37  -0.50  -0.04
C  0.69  0.79  -0.30
C  0.92  1.96  -0.70
C  1.38  -1.37  0.43
N  2.16  -2.09  0.89
H  -1.86  0.92  0.07
H  -1.12  -0.82  1.43
H  -1.30  -1.85  -0.01
H  0.74  0.81  -1.58
H  1.11  2.97  -0.28

---

A 2-piece molecular cluster, C8H10Cl2N overall at a distorted geometry. Source: the OMol25 dataset; level of theory: ωB97M-V with the def2-TZVPD basis set.

- E (eV) = -34982.95636
- Kohn-Sham gap (spin up / spin down) (hartree) = 0.26964 / 0.26949
- LUMO energy (spin up / spin down) (eV) = -4.8516 / -4.8494
- net charge = +1
- energy relative to the best compared isomer or geometry (same formula, charge and spin) (kcal/mol) = 91.5

Cartesian coordinates (Å):
C  -2.42  -1.54  0.49
C  -2.26  -1.08  -0.82
C  -1.57  -1.03  1.43
C  -1.38  -0.13  -1.14
C  -0.67  -0.07  1.12
C  -0.45  0.38  -0.19
C  0.63  1.25  -0.57
C  2.33  -0.51  -0.72
N  1.36  1.91  0.44
Cl  3.52  0.06  0.45
Cl  1.46  -1.95  -0.29
H  -3.00  -2.41  0.80
H  -3.07  -1.24  -1.51
H  -1.83  -1.30  2.45
H  -1.32  0.11  -2.19
H  0.17  0.28  1.70
H  0.87  1.52  -1.58
H  2.81  -0.58  -1.72
H  2.42  1.55  0.45
H  0.87  1.85  1.26
H  1.53  2.93  0.14

---

C40H64As3FN5O3W as an isolated structure at a distorted geometry. Source: the OMol25 dataset; level of theory: ωB97M-V with the def2-TZVPD basis set.

- E (eV) = -243144.53943
- Kohn-Sham gap (spin up / spin down) (hartree) = 0.19173 / 0.19294
- LUMO energy (spin up / spin down) (eV) = -8.3697 / -8.3367
- net charge = +3

Cartesian coordinates (Å):
W  0.03  -1.14  -0.07
C  5.03  3.56  -2.88
C  4.67  3.21  -1.44
N  3.30  2.68  -1.31
C  3.10  1.38  -1.56
C  1.91  0.76  -1.27
C  1.63  -0.66  -1.57
O  2.52  -1.48  -1.77
O  0.32  -0.94  -1.88
C  0.92  1.47  -0.55
O  0.00  0.73  0.05
C  1.02  2.88  -0.49
C  -0.01  3.72  -0.05
C  0.11  5.07  -0.13
F  -0.91  5.81  0.32
C  1.25  5.70  -0.65
C  2.31  4.87  -1.04
C  2.22  3.48  -0.96
N  1.37  7.08  -0.83
C  2.56  7.80  -0.39
C  2.97  8.80  -1.48
N  1.74  9.15  -2.27
C  0.56  9.33  -1.37
C  0.18  7.95  -0.79
H  6.07  3.90  -2.92
H  4.39  4.35  -3.27
H  4.94  2.69  -3.52
H  4.75  4.07  -0.78
H  5.34  2.45  -1.06
H  3.93  0.82  -1.99
H  -0.91  3.30  0.38
H  3.20  5.33  -1.45
H  3.37  7.11  -0.18
H  2.35  8.34  0.54
H  3.70  8.38  -2.17
H  3.38  9.71  -1.05
H  1.54  8.38  -2.91
H  1.90  9.99  -2.83
H  -0.27  9.75  -1.93
H  0.84  10.03  -0.59
H  -0.61  7.49  -1.38
H  -0.21  8.09  0.22
C  -3.69  -2.82  0.99
As  -1.82  -2.90  0.33
C  -2.12  -3.25  -1.61
C  -1.74  -4.85  0.86
C  -0.55  -5.75  0.50
C  -0.59  -6.18  -0.98
C  0.77  -5.05  0.81
As  1.33  -3.46  -0.29
C  3.15  -3.51  0.46
C  1.84  -4.31  -1.99
C  -0.68  -7.08  1.29
As  -0.75  -7.46  3.27
C  -1.68  -5.93  4.09
C  1.07  -6.92  3.79
H  -4.30  -3.43  0.33
H  -4.10  -1.81  1.05
H  -3.69  -3.25  1.99
H  -2.05  -4.31  -1.80
H  -1.41  -2.71  -2.22
H  -3.13  -2.95  -1.89
H  -2.66  -5.25  0.44
H  -1.85  -4.83  1.94
H  -0.40  -5.35  -1.65
H  -1.55  -6.63  -1.22
H  0.18  -6.93  -1.16
H  1.59  -5.77  0.71
H  0.77  -4.70  1.85
H  3.63  -4.41  0.09
H  3.14  -3.53  1.55
H  3.71  -2.65  0.10
H  2.04  -5.37  -1.82
H  2.75  -3.81  -2.31
H  1.09  -4.19  -2.77
H  0.15  -7.72  0.98
H  -1.58  -7.58  0.92
H  -2.73  -5.90  3.80
H  -1.20  -4.97  3.89
H  -1.65  -6.10  5.17
H  1.80  -7.49  3.22
H  1.20  -7.17  4.84
H  1.27  -5.85  3.66
C  1.45  -0.91  1.60
C  0.48  -1.37  2.64
C  -0.77  -0.72  2.72
C  -1.71  -1.11  3.67
C  -1.42  -2.13  4.55
C  -0.17  -2.76  4.49
C  0.75  -2.41  3.53
H  2.40  -1.42  1.70
H  1.66  0.16  1.75
H  -0.91  0.21  2.17
H  -2.65  -0.56  3.75
H  -2.13  -2.41  5.31
H  0.09  -3.50  5.23
H  1.73  -2.88  3.52
C  -3.04  0.78  0.16
C  -4.35  1.57  -0.08
N  -4.50  1.83  -1.50
C  -3.27  2.38  -2.05
C  -2.14  1.32  -1.99
N  -2.54  0.19  -1.10
C  -3.68  -0.46  -1.80
C  -4.77  0.57  -2.18
H  -3.19  -0.02  0.89
H  -2.27  1.44  0.55
H  -4.35  2.52  0.47
H  -5.22  1.01  0.25
H  -3.01  3.27  -1.48
H  -3.46  2.69  -3.08
H  -1.23  1.77  -1.64
H  -1.94  0.89  -2.98
H  -4.09  -1.22  -1.13
H  -3.29  -0.95  -2.69
H  -5.76  0.21  -1.88
H  -4.79  0.75  -3.25

---

C8H10CoO5 as an isolated structure at a distorted geometry. Source: the OMol25 dataset; level of theory: ωB97M-V with the def2-TZVPD basis set.

- E (eV) = -56299.63246
- Kohn-Sham gap (spin up / spin down) (hartree) = 0.39245 / 0.24098
- LUMO energy (spin up / spin down) (eV) = -7.8746 / -13.0710
- 2S+1 = 4
- <S²> = 3.77
- net charge = +2
- energy relative to the best compared isomer or geometry (same formula, charge and spin) (kcal/mol) = 13.0

Cartesian coordinates (Å):
Co  -0.18  -0.58  -0.31
O  -0.36  -2.94  1.40
C  -0.27  -1.96  0.80
C  -1.15  0.86  -0.55
O  -1.99  1.67  -0.47
C  1.16  0.32  -0.98
O  2.20  0.70  -1.31
C  -0.59  -1.17  -1.83
O  -0.84  -1.29  -2.96
C  2.36  2.17  2.17
C  1.86  0.77  2.43
O  0.50  0.56  2.09
C  -0.49  1.31  2.77
C  -0.31  1.20  4.27
H  2.23  2.38  1.09
H  3.45  2.22  2.38
H  1.87  2.96  2.79
H  2.44  0.04  1.87
H  2.04  0.52  3.47
H  -0.41  2.35  2.46
H  -1.47  0.87  2.48
H  0.64  1.68  4.57
H  -1.08  1.72  4.83
H  -0.21  0.16  4.65

---

A 2-piece molecular cluster, C3H9O3 overall at a distorted geometry. Source: the OMol25 dataset; level of theory: ωB97M-V with the def2-TZVPD basis set.

- E (eV) = -9398.75961
- Kohn-Sham gap (hartree) = 0.24890
- LUMO energy (eV) = 3.7296
- net charge = -1
- energy relative to the best compared isomer or geometry (same formula, charge and spin) (kcal/mol) = 22.3

Cartesian coordinates (Å):
C  0.19  0.65  0.73
O  -0.98  0.52  1.53
C  0.19  -0.20  -0.67
C  1.59  -0.46  -1.18
O  2.14  -1.60  -0.60
H  0.51  1.68  0.50
H  1.04  0.19  1.31
H  -0.44  0.43  -1.38
H  -0.29  -1.22  -0.58
H  1.57  -0.51  -2.28
H  2.06  0.53  -1.10
H  2.48  -1.25  0.22
H  -3.75  0.17  0.52
H  -2.65  0.56  1.52
O  -3.65  0.51  1.44